A molecular structure, C24H23N5O3Tl. Source: the Open Molecules 2025 dataset; level of theory: the ωB97M-V functional and the def2-TZVPD basis.

Summary:
HOMO level (spin up / spin down) = -16.95 / -16.95 eV
LUMO level (spin up / spin down) = -11.7 / -11.7 eV
F_max = 0.2 eV/A
Charge = +3
HOMO-LUMO gap (spin up / spin down) = 5.2 / 5.2 eV

CARTESIAN COORDINATES (ANGSTROEM)
Tl -0.38 -0.14 -1.04
C 1.51 -4.37 1.49
O 0.97 -3.34 2.32
C 0.71 -2.29 1.54
N 0.91 -2.39 0.29
C 1.36 -3.77 0.07
C 2.52 -3.94 -0.86
C 2.67 -3.04 -1.97
C 3.74 -3.13 -2.80
C 4.67 -4.17 -2.61
C 4.51 -5.10 -1.53
C 3.44 -5.01 -0.69
C 0.15 -1.12 2.27
C -0.04 -1.23 3.65
C -0.57 -0.15 4.33
C -0.90 0.99 3.62
C -0.67 1.00 2.25
N -0.16 -0.03 1.58
C -1.05 2.22 1.49
N -0.98 2.40 0.23
C -1.57 3.73 -0.02
C -1.85 4.31 1.38
O -1.54 3.21 2.25
C -0.82 4.60 -0.98
C -0.16 3.99 -2.10
C 0.58 4.73 -2.97
C 0.62 6.13 -2.79
C -0.07 6.76 -1.70
C -0.81 6.01 -0.84
H 0.94 -5.28 1.64
H 2.54 -4.54 1.79
H 0.56 -4.30 -0.48
H 1.91 -2.29 -2.13
H 3.86 -2.44 -3.63
H 5.48 -4.31 -3.31
H 5.25 -5.87 -1.37
H 3.31 -5.74 0.09
H 0.23 -2.14 4.16
H -0.73 -0.20 5.40
H -1.32 1.85 4.11
H -2.52 3.57 -0.56
H -2.88 4.60 1.54
H -1.20 5.14 1.66
H -0.27 2.92 -2.25
H 1.09 4.27 -3.80
H 1.14 6.75 -3.52
H 0.01 7.83 -1.57
H -1.35 6.50 -0.05
N -4.51 -1.79 0.63
C -3.65 -1.46 -0.35
N -4.07 -1.65 -1.62
O -2.52 -1.00 -0.07
H -5.43 -2.16 0.44
H -4.24 -1.66 1.59
H -4.97 -2.02 -1.84
H -3.46 -1.42 -2.38


A molecular structure, C24H23N6O5RhS at a distorted geometry. Source: the Open Molecules 2025 dataset; level of theory: the ωB97M-V functional and the def2-TZVPD basis.

Summary:
HOMO level (spin up / spin down) = -5.19 / -8.28 eV
LUMO level (spin up / spin down) = -0.1 / -3.0 eV
Energy relative to the best compared isomer or geometry (same formula, charge and spin) = 273.4 kJ/mol
F_max = 1.8 eV/A
Charge = 0
2S+1 = 5
HOMO-LUMO gap (spin up / spin down) = 5.1 / 5.3 eV

CARTESIAN COORDINATES (ANGSTROEM)
Rh -0.96 0.52 0.05
C 2.63 -4.48 -5.36
C 1.66 -3.80 -4.46
C 1.85 -2.47 -4.09
C 0.91 -1.82 -3.31
C -0.21 -2.51 -2.87
C -0.39 -3.84 -3.19
C 0.54 -4.48 -3.98
S -1.42 -1.53 -1.96
O -1.27 -0.18 -2.45
O -2.71 -2.15 -2.08
N -1.01 -1.48 -0.33
C 0.17 -2.16 0.00
C 1.42 -1.13 -0.20
O 2.52 -1.60 -0.03
O 1.06 0.02 -0.52
H 3.50 -3.85 -5.56
H 2.16 -4.71 -6.32
H 2.97 -5.43 -4.93
H 2.73 -1.94 -4.42
H 1.02 -0.78 -3.05
H -1.27 -4.36 -2.84
H 0.41 -5.52 -4.23
H 0.38 -3.02 -0.64
H 0.18 -2.45 1.05
C -3.09 0.94 4.15
C -2.83 2.30 4.43
C -2.13 3.04 3.53
C -1.65 2.47 2.32
N -1.87 1.13 2.13
C -2.57 0.42 2.98
C -1.01 3.18 1.28
C -0.64 4.55 1.33
C 0.00 5.15 0.29
C 0.30 4.39 -0.86
C -0.08 3.07 -0.89
N -0.70 2.48 0.13
H -3.68 0.34 4.82
H -3.21 2.74 5.34
H -1.94 4.09 3.71
H -2.73 -0.63 2.73
H -0.87 5.12 2.22
H 0.28 6.19 0.34
H 0.81 4.83 -1.70
H 0.13 2.44 -1.75
O -4.72 0.55 -1.70
C -3.76 0.61 -1.06
N -2.84 0.77 -0.32
C 0.77 -1.01 3.32
C 1.49 0.13 2.71
N 0.96 1.01 1.90
C 1.93 1.94 1.65
C 3.06 1.60 2.32
N 2.77 0.45 3.00
H -0.22 -1.06 2.87
H 0.67 -0.86 4.40
H 1.30 -1.95 3.16
H 1.76 2.78 1.02
H 4.02 2.07 2.36
H 3.42 -0.08 3.56


2 unconnected molecules or ions with the total composition C24H23N6O5S at a distorted geometry. Source: the Open Molecules 2025 dataset; level of theory: the ωB97M-V functional and the def2-TZVPD basis.

Summary:
HOMO level = -5.03 eV
LUMO level = 1.7 eV
F_max = 2.1 eV/A
Charge = -1
HOMO-LUMO gap = 6.7 eV

CARTESIAN COORDINATES (ANGSTROEM)
O -0.85 -5.39 0.37
O 2.98 2.15 -0.80
O -1.75 5.45 1.90
O 2.29 6.14 0.63
O -1.35 4.40 3.80
N -0.86 -0.65 -1.58
N 1.12 -5.61 -3.12
N -2.87 2.59 0.19
S -1.37 -2.40 0.28
C -0.22 -5.42 -0.68
C 2.57 2.99 -0.01
C -1.08 4.67 2.61
C 1.09 5.90 0.63
C -1.40 -0.77 -0.39
C 1.01 -6.64 -2.31
C -3.13 2.56 1.51
C -2.30 1.53 -0.38
C -2.85 1.43 2.29
C 0.31 -2.02 -3.23
C 0.79 -3.29 -3.58
C -2.28 0.31 1.69
C -0.36 -1.86 -2.02
C 0.60 -4.38 -2.73
C -0.55 -2.95 -1.16
C -2.00 0.36 0.32
C -0.08 -4.23 -1.52
N 0.19 6.89 0.66
N 0.37 -6.61 -1.07
N 1.32 3.44 -0.14
C 3.50 3.44 1.09
C 0.51 8.32 0.70
C -0.81 -8.76 -0.32
C 0.62 -9.19 -0.65
C 0.34 -7.77 -0.18
C 0.13 3.94 2.00
C 0.54 4.45 0.60
H 1.47 -7.57 -2.65
H -3.58 3.43 1.98
H -2.08 1.59 -1.44
H -3.06 1.47 3.35
H 0.45 -1.16 -3.87
H 1.33 -3.43 -4.51
H -2.05 -0.56 2.30
H -0.77 6.61 0.84
H 0.84 3.00 -0.90
H 4.23 2.65 1.29
H 4.03 4.34 0.76
H 2.96 3.66 2.00
H -0.38 8.90 0.43
H 0.83 8.59 1.70
H 1.31 8.54 -0.01
H -1.26 -9.14 0.60
H -1.51 -8.61 -1.15
H 0.85 -9.38 -1.70
H 1.11 -9.87 0.06
H 0.64 -7.53 0.85
H 0.97 4.05 2.69
H -0.11 2.88 1.93
H -0.40 4.52 0.05


A molecular structure, C24H24AgIN5S2. Source: the Open Molecules 2025 dataset; level of theory: the ωB97M-V functional and the def2-TZVPD basis.

Summary:
HOMO level = -4.02 eV
LUMO level = 1.9 eV
F_max = 0.6 eV/A
Charge = -1
HOMO-LUMO gap = 5.9 eV

CARTESIAN COORDINATES (ANGSTROEM)
Ag -0.80 -0.22 0.07
N 2.45 0.61 0.31
C 3.52 1.05 1.23
C 3.73 0.01 2.33
C 2.53 -0.11 3.28
N 1.42 -0.73 2.57
C 2.12 1.27 3.81
C 1.97 2.37 2.76
N 0.76 2.15 1.97
C 3.18 2.41 1.83
H 2.55 -0.33 -0.13
H 2.18 1.25 -0.46
H 1.57 0.51 0.84
H 4.43 1.13 0.63
H 4.61 0.31 2.90
H 3.95 -0.97 1.88
H 2.86 -0.69 4.15
H 0.58 -0.83 3.13
H 1.66 -1.64 2.20
H 2.90 1.59 4.51
H 1.20 1.18 4.39
H 1.95 3.32 3.31
H 0.63 2.87 1.26
H -0.08 2.10 2.52
H 4.05 2.75 2.39
H 3.02 3.14 1.03
I -2.24 -0.14 2.98
C -3.99 -0.75 1.99
C -5.08 -0.90 2.81
C -6.31 -1.31 2.25
C -6.40 -1.54 0.91
C -5.28 -1.38 0.06
C -5.41 -1.63 -1.32
C -4.33 -1.48 -2.15
C -3.09 -1.07 -1.62
C -2.88 -0.81 -0.28
C -4.01 -0.97 0.58
H -5.00 -0.72 3.87
H -7.17 -1.43 2.89
H -7.34 -1.85 0.47
H -6.37 -1.94 -1.71
H -4.43 -1.67 -3.21
H -2.26 -0.96 -2.31
S 1.16 -1.68 -1.10
C 1.31 -0.83 -2.63
C 1.82 -1.56 -3.72
C 2.00 -1.01 -4.98
C 2.54 -1.83 -6.03
N 2.99 -2.49 -6.86
C 1.65 0.33 -5.19
C 1.14 1.06 -4.13
C 0.96 0.53 -2.85
S 0.31 1.60 -1.62
C 1.82 0.97 -6.47
N 1.95 1.49 -7.49
H 2.09 -2.59 -3.56
H 0.87 2.09 -4.29


Q: Number 1 is which compound?
A: C24H23N5O3Tl


Q: F_max of number 1 (C24H23N5O3Tl)?
A: 0.2 eV/A